{
  "formula": "C7H14NOPS",
  "method": "ωB97M-V/def2-TZVPD",
  "elements": ["C", "C", "C", "C", "C", "C", "C", "N", "O", "P", "S", "H", "H", "H", "H", "H", "H", "H", "H", "H", "H", "H", "H", "H", "H"],
  "positions_angstrom": [[2.516, -0.765, 0.068], [1.450, 1.459, -0.730], [1.228, -1.632, -0.062], [0.308, 0.553, -1.085], [0.876, 0.199, 1.353], [2.004, 0.654, 0.497], [0.372, -0.414, 0.021], [-3.663, -0.946, -1.324], [-4.224, -1.042, 1.114], [-3.106, -0.587, 0.110], [-2.975, 1.715, 0.234], [3.116, -1.155, 0.830], [3.009, -0.946, -0.883], [2.204, 1.559, -1.446], [1.094, 2.476, -0.500], [1.126, -2.185, -0.983], [1.212, -2.323, 0.882], [-0.533, 1.153, -1.116], [0.396, 0.051, -1.981], [1.043, -0.599, 2.092], [0.374, 1.045, 1.708], [2.717, 1.258, 1.121], [-2.943, -0.555, -2.035], [-5.098, -0.924, 0.678], [-2.503, 1.948, 1.435]],
  "relative_energy_kcal_mol": 93.99,
  "homo_ev": [-6.957, -8.330],
  "gap_ev": [5.21, 8.73]
}


{
  "formula": "C7H14NOS",
  "method": "ωB97M-V/def2-TZVPD",
  "elements": ["C", "C", "C", "C", "C", "C", "C", "N", "O", "S", "H", "H", "H", "H", "H", "H", "H", "H", "H", "H", "H", "H", "H", "H"],
  "positions_angstrom": [[-0.867, -2.178, -1.413], [1.228, 1.818, 0.167], [0.311, 0.858, 1.009], [1.322, 1.017, -1.210], [-0.548, 0.064, -0.095], [-0.809, -2.030, 1.185], [-0.366, -1.455, -0.129], [-0.036, 0.621, -1.458], [-0.918, -1.557, -2.430], [-2.318, 0.708, -0.045], [-1.210, -3.252, -1.358], [0.746, 2.752, -0.088], [2.258, 1.734, 0.590], [0.890, 0.172, 1.694], [-0.203, 1.415, 1.714], [1.859, 1.798, -1.956], [1.896, -0.017, -1.179], [-0.102, -2.193, 1.973], [-1.201, -2.996, 0.943], [-1.569, -1.428, 1.660], [0.701, -1.552, -0.277], [-0.746, 1.283, -1.731], [-0.221, -0.232, -2.169], [-2.538, 0.681, 1.347]],
  "total_charge": 1,
  "relative_energy_kcal_mol": 12.74,
  "smiles": "C[C@@H](C=O)[C@@]1(S)CCC[NH2+]1",
  "homo_ev": -13.612,
  "gap_ev": 10.14
}


{
  "formula": "C7H14NPS",
  "method": "ωB97M-V/def2-TZVPD",
  "elements": ["C", "C", "C", "C", "C", "C", "C", "N", "P", "S", "H", "H", "H", "H", "H", "H", "H", "H", "H", "H", "H", "H", "H", "H"],
  "positions_angstrom": [[2.577, -1.896, 2.744], [1.732, -1.747, 1.733], [-0.689, -1.458, -2.104], [-0.995, -0.131, -2.882], [-2.105, 1.346, 0.253], [-0.072, 2.559, 1.574], [0.739, -0.282, -0.615], [0.158, -1.302, -1.001], [-1.078, 2.630, 0.059], [2.057, -0.477, 0.551], [2.440, -2.582, 3.597], [3.472, -1.264, 2.922], [0.809, -2.318, 1.531], [-1.528, -1.873, -1.677], [-1.826, -0.146, -3.662], [-1.409, 0.539, -2.074], [-0.212, 0.321, -3.388], [-2.053, 0.549, 1.057], [-0.234, -2.044, -2.904], [-2.762, 1.219, -0.526], [0.945, 2.860, 1.500], [-0.033, 1.555, 1.993], [-0.633, 3.174, 2.293], [0.699, 0.768, -0.976]],
  "relative_energy_kcal_mol": 22.14,
  "smiles": "C=CS/C=N/CC.C=PC",
  "homo_ev": -8.282,
  "gap_ev": 8.52
}


{
  "formula": "C7H14O",
  "method": "ωB97M-V/def2-TZVPD",
  "elements": ["C", "C", "C", "C", "H", "H", "H", "H", "H", "H", "H", "H", "H", "H", "C", "C", "C", "O", "H", "H", "H", "H"],
  "positions_angstrom": [[-0.835, -0.220, 0.012], [-1.518, -1.278, 0.863], [-1.165, 1.180, 0.503], [-1.074, -0.442, -1.475], [0.637, 0.228, -0.246], [-2.149, -0.462, -1.686], [-0.637, 0.349, -2.089], [-1.217, -1.188, 1.907], [-1.280, -2.288, 0.520], [-2.604, -1.150, 0.802], [-2.249, 1.330, 0.533], [-0.740, 1.957, -0.138], [-0.776, 1.314, 1.516], [-0.663, -1.401, -1.803], [0.993, -0.660, 0.579], [1.981, 0.346, -0.582], [2.769, 1.227, 0.013], [1.189, -0.418, 1.765], [1.072, -1.624, 0.065], [2.057, 0.038, -1.620], [3.557, 1.751, -0.516], [2.653, 1.410, 1.077]],
  "relative_energy_kcal_mol": 110.45,
  "homo_ev": -8.270,
  "gap_ev": 9.07
}


{
  "formula": "C7H14O",
  "method": "ωB97M-V/def2-TZVPD",
  "elements": ["C", "C", "C", "C", "C", "C", "C", "H", "H", "H", "H", "H", "H", "H", "H", "H", "H", "H", "H", "H", "H", "O"],
  "positions_angstrom": [[1.055, 2.482, -1.613], [0.745, 1.083, -2.165], [0.397, 0.113, -1.093], [-0.825, 0.020, -0.563], [-1.176, -0.797, 0.566], [-0.500, -2.039, 0.722], [-0.870, -2.977, 1.833], [0.129, 3.003, -1.380], [1.677, 2.413, -0.725], [1.661, 3.051, -2.322], [1.618, 0.719, -2.704], [-0.015, 1.105, -2.946], [1.229, -0.335, -0.547], [-1.583, 0.656, -1.015], [0.192, -1.209, 1.171], [-0.052, -2.435, -0.193], [-1.805, -3.505, 1.631], [-1.102, -2.373, 2.718], [-0.065, -3.698, 2.013], [-0.227, 1.269, 1.480], [-0.600, 1.693, 2.887], [0.119, 1.763, 2.245]],
  "relative_energy_kcal_mol": 100.42,
  "homo_ev": -7.970,
  "gap_ev": 8.04
}


{
  "formula": "C7H14O",
  "method": "ωB97M-V/def2-TZVPD",
  "elements": ["C", "C", "C", "C", "C", "O", "C", "C", "H", "H", "H", "H", "H", "H", "H", "H", "H", "H", "H", "H", "H", "H"],
  "positions_angstrom": [[-0.947, -2.842, -0.837], [0.195, -1.983, -0.416], [0.604, -0.791, -1.378], [-0.072, 0.554, -1.138], [0.182, 2.711, 2.002], [0.722, 1.809, 2.950], [0.199, 2.059, 0.687], [-0.328, 0.949, 0.263], [-0.835, -3.206, -1.861], [-1.345, -3.754, -0.373], [-1.763, -2.190, -0.975], [-0.314, -1.265, 0.470], [1.003, -2.616, 0.083], [0.587, -1.158, -2.495], [1.693, -0.757, -1.337], [-1.096, 0.622, -1.704], [0.425, 1.400, -1.636], [0.766, 3.612, 1.888], [-0.699, 3.067, 2.488], [1.089, 1.016, 2.596], [0.854, 2.595, -0.082], [-0.922, 0.166, 0.804]],
  "relative_energy_kcal_mol": 73.44,
  "smiles": "CCCC/C=C/CO",
  "homo_ev": -9.645,
  "gap_ev": 10.67
}


{
  "formula": "C7H14O2",
  "method": "ωB97M-V/def2-TZVPD",
  "elements": ["C", "C", "C", "C", "C", "C", "C", "O", "O", "H", "H", "H", "H", "H", "H", "H", "H", "H", "H", "H", "H", "H", "H"],
  "positions_angstrom": [[0.593, 0.366, -0.304], [-0.825, -0.284, -0.531], [1.753, -0.585, -0.667], [-1.971, 0.725, -0.338], [-1.105, -1.506, 0.355], [0.749, 1.001, 1.061], [1.125, 0.388, 2.190], [0.703, 1.455, -1.252], [-0.899, -0.725, -1.901], [1.606, 1.810, -1.172], [-0.607, 0.046, -2.427], [0.513, 2.064, 1.117], [1.899, -0.629, -1.753], [1.611, -1.604, -0.302], [2.703, -0.224, -0.252], [-2.931, 0.274, -0.615], [-0.287, -2.230, 0.339], [-1.849, 1.601, -0.983], [-2.044, 1.066, 0.700], [-1.288, -1.223, 1.396], [-1.986, -2.051, -0.008], [1.194, 0.942, 3.122], [1.343, -0.675, 2.225]],
  "relative_energy_kcal_mol": 21.14,
  "smiles": "C=C[C@](C)(O)C(C)(C)O",
  "homo_ev": -9.675,
  "gap_ev": 10.47
}


{
  "formula": "C7H14O2",
  "method": "ωB97M-V/def2-TZVPD",
  "elements": ["C", "C", "C", "C", "C", "C", "C", "O", "O", "H", "H", "H", "H", "H", "H", "H", "H", "H", "H", "H", "H", "H", "H"],
  "positions_angstrom": [[0.725, 0.824, 0.427], [-0.194, -0.358, 0.257], [-1.700, 0.236, 0.702], [-0.163, -1.002, -1.125], [-2.886, -0.196, -0.140], [2.283, 0.278, 0.265], [2.890, -0.683, 0.964], [0.588, 1.834, -0.559], [3.001, 0.939, -0.720], [-0.293, 1.776, -0.960], [2.396, 1.638, -1.043], [0.657, 1.289, 1.413], [0.018, -1.124, 1.011], [-1.730, 1.326, 0.788], [-1.833, -0.128, 1.728], [-0.248, -0.268, -1.931], [-0.973, -1.728, -1.241], [0.769, -1.558, -1.264], [2.364, -1.272, 1.706], [3.933, -0.926, 0.778], [-2.839, 0.257, -1.136], [-2.938, -1.283, -0.244], [-3.826, 0.128, 0.322]],
  "relative_energy_kcal_mol": 33.02,
  "smiles": "C=C(O)[C@@H](O)[C@H](C)CC",
  "homo_ev": -8.593,
  "gap_ev": 9.25
}


{
  "formula": "C7H14OPRu",
  "method": "ωB97M-V/def2-TZVPD",
  "elements": ["C", "C", "C", "C", "C", "Ru", "P", "H", "H", "H", "H", "H", "H", "H", "H", "C", "C", "O", "H", "H", "H", "H", "H", "H"],
  "positions_angstrom": [[-0.275, -0.504, -2.099], [-0.826, -1.106, -3.274], [0.038, -2.167, -3.680], [1.128, -2.237, -2.746], [0.946, -1.224, -1.763], [0.721, 1.220, 0.874], [0.141, 3.165, 0.131], [-0.650, 0.357, -1.534], [-1.755, -0.820, -3.756], [-0.090, -2.808, -4.552], [1.591, -1.012, -0.909], [1.967, -2.932, -2.794], [-0.982, 3.769, 0.781], [-0.255, 3.257, -1.249], [1.108, 4.214, 0.232], [-0.175, 0.057, 3.915], [-0.563, 0.026, 2.446], [0.421, -0.810, 1.760], [-0.759, -0.707, 4.442], [-0.447, 1.021, 4.350], [0.897, -0.139, 4.055], [-1.562, -0.420, 2.335], [-0.626, 1.085, 2.011], [0.006, -1.284, 1.020]],
  "total_charge": 1,
  "relative_energy_kcal_mol": 40.88,
  "spin_multiplicity": 5,
  "homo_ev": [-11.272, -11.203],
  "gap_ev": [7.93, 6.07]
}


{
  "formula": "C7H14OS",
  "method": "ωB97M-V/def2-TZVPD",
  "elements": ["C", "C", "C", "C", "C", "C", "C", "O", "S", "H", "H", "H", "H", "H", "H", "H", "H", "H", "H", "H", "H", "H", "H"],
  "positions_angstrom": [[0.709, -0.615, 0.734], [0.444, -0.986, 1.973], [1.390, 0.643, 0.143], [1.290, 0.839, -1.380], [-0.080, 0.722, -1.979], [-1.162, 1.679, -1.253], [-0.148, -2.249, 2.303], [-2.234, -0.480, 0.014], [-1.477, 0.943, 0.394], [0.547, -1.373, -0.037], [0.479, -0.331, 2.862], [1.093, 1.586, 0.598], [2.518, 0.573, 0.324], [1.818, 1.820, -1.643], [2.124, 0.128, -1.888], [-0.156, 0.913, -3.027], [-0.567, -0.233, -1.867], [-0.943, 2.682, -0.837], [-2.151, 1.648, -1.704], [-1.116, -2.221, 2.834], [-0.181, -2.744, 1.283], [0.714, -2.744, 2.871], [-2.912, -0.199, -0.720]],
  "relative_energy_kcal_mol": 75.59,
  "smiles": "C/C=C/CCCCSO",
  "homo_ev": -7.535,
  "gap_ev": 8.16
}